Record 1
The following is a DFT calculation (ωB97M-V/def2-TZVPD) of one molecule with the formula C3H6N4S at a distorted geometry.

Calculated values
M in u: 130.2
Lowest unoccupied orbital energy in eV: 0.21
Energy relative to the best compared isomer or geometry (same formula, charge and spin) in kJ/mol: 640.2
Highest occupied orbital energy in Eh: -0.2989
Total energy in eV: -19997.701

Last column: Mulliken charge in e.
Cartesian coordinates (Å):
C (-1.456, -0.331, -0.552)  0.6937
C (-1.668, -1.034, -1.773)  -0.9531
C (2.132, 0.111, 0.580)  -0.7327
N (-1.680, 0.491, 0.242)  0.3780
N (-1.287, 1.181, 1.253)  -1.0166
N (0.699, 0.267, 0.578)  -0.5031
N (0.133, 1.038, 1.398)  0.6662
S (0.548, 1.822, 2.720)  -0.2767
H (-2.097, -1.965, -1.479)  0.3010
H (-2.126, -0.408, -2.425)  0.2912
H (-0.701, -1.391, -2.299)  0.3074
H (2.314, -0.248, 1.580)  0.3062
H (2.565, -0.593, -0.221)  0.2454
H (2.625, 1.062, 0.397)  0.2931



Record 2
The following is a DFT calculation (ωB97M-V/def2-TZVPD) of C22H30Br36O2 as an isolated structure at a distorted geometry.

Calculated values
M in u: 3203.0
Lowest unoccupied orbital energy in eV: -0.46
Energy relative to the best compared isomer or geometry (same formula, charge and spin) in kJ/mol: 0.0
Highest occupied orbital energy in Eh: -0.3692
Total energy in eV: -2548921.583

Last column: Mulliken charge in e.
Cartesian coordinates (Å):
C (5.843, -0.123, -1.419)  -1.2648
C (4.360, -0.288, -1.782)  0.3081
C (3.831, -1.731, -1.599)  -0.8543
C (2.622, -1.794, -0.649)  -0.9762
C (1.244, -1.751, -1.359)  -0.2647
C (0.435, -0.509, -0.973)  -0.9579
C (-1.068, -0.647, -1.058)  0.2581
C (-1.635, -0.773, -2.482)  -0.4902
C (-2.832, 0.183, -2.457)  -0.1236
C (-2.320, 1.227, -1.493)  0.2498
O (-2.420, 2.436, -1.520)  -0.5615
O (-1.635, 0.594, -0.513)  -0.3253
H (5.976, 0.037, -0.344)  0.2876
H (6.276, 0.743, -1.926)  0.2428
H (6.418, -1.008, -1.706)  0.3573
H (3.780, 0.413, -1.173)  -0.2323
H (4.229, 0.018, -2.827)  0.3545
H (3.558, -2.151, -2.572)  0.3357
H (4.631, -2.367, -1.203)  0.4659
H (2.695, -0.930, 0.023)  0.5632
H (2.681, -2.678, -0.005)  0.3705
H (1.431, -1.762, -2.438)  0.4069
H (0.715, -2.676, -1.120)  0.2947
H (0.744, 0.336, -1.600)  -0.0749
H (0.675, -0.237, 0.057)  0.4670
H (-1.438, -1.458, -0.420)  0.3006
H (-0.918, -0.473, -3.251)  0.3185
H (-1.943, -1.793, -2.722)  0.2184
H (-3.674, -0.284, -1.940)  0.0834
H (-3.113, 0.630, -3.408)  0.3229
C (3.925, 3.955, -1.778)  -0.3446
Br (4.902, 3.137, -3.223)  -0.0644
Br (3.513, 5.793, -2.152)  -0.0572
Br (2.330, 2.972, -1.326)  0.1092
H (4.566, 3.937, -0.908)  0.3855
C (-0.689, 5.630, -0.211)  -0.2081
Br (-2.601, 5.621, -0.371)  0.0682
Br (0.033, 7.404, -0.353)  -0.0367
Br (-0.102, 4.770, 1.407)  0.0522
H (-0.296, 5.054, -1.037)  0.1713
C (1.258, -6.492, -1.494)  -0.3556
Br (2.390, -5.997, -0.024)  -0.0425
Br (1.114, -5.066, -2.775)  0.0518
Br (1.846, -8.115, -2.342)  -0.0377
H (0.270, -6.671, -1.098)  0.4337
C (2.007, -6.756, -6.028)  0.7437
Br (3.907, -6.792, -6.312)  -0.0276
Br (1.166, -5.316, -6.987)  0.0089
Br (1.191, -8.445, -6.447)  -0.0220
H (1.845, -6.579, -4.975)  -0.7491
C (0.334, 1.802, 4.055)  -0.1942
Br (0.084, -0.032, 3.538)  -0.0198
Br (-0.098, 2.063, 5.908)  0.0378
Br (2.119, 2.408, 3.663)  -0.0029
H (-0.352, 2.400, 3.471)  0.1662
C (-3.206, -4.914, -7.550)  -0.3131
Br (-2.561, -5.591, -5.874)  0.0470
Br (-2.080, -3.501, -8.214)  -0.0341
Br (-3.414, -6.317, -8.845)  -0.0233
H (-4.182, -4.488, -7.374)  0.3182
C (-5.837, 4.647, -1.910)  0.2704
Br (-6.837, 4.428, -0.282)  -0.0135
Br (-6.416, 3.415, -3.265)  -0.0242
Br (-5.906, 6.468, -2.528)  -0.0044
H (-4.804, 4.413, -1.686)  -0.3086
C (-5.397, -3.444, -2.279)  -0.3194
Br (-5.566, -5.354, -2.381)  -0.0394
Br (-4.437, -2.905, -0.700)  -0.0249
Br (-4.584, -2.727, -3.866)  -0.0316
H (-6.392, -3.031, -2.208)  0.4084
C (-9.682, 6.895, 0.420)  0.2549
Br (-9.540, 8.642, -0.366)  -0.0085
Br (-9.175, 6.913, 2.276)  -0.0043
Br (-11.436, 6.147, 0.176)  -0.0091
H (-8.983, 6.254, -0.097)  -0.2332
C (-1.307, 1.792, 10.265)  -0.2669
Br (-0.468, 1.356, 11.940)  -0.0351
Br (-0.370, 3.207, 9.363)  -0.0470
Br (-1.499, 0.242, 9.148)  -0.0285
H (-2.299, 2.154, 10.492)  0.3641
C (8.559, 1.697, 1.447)  -0.3860
Br (7.093, 1.384, 2.653)  -0.0101
Br (9.436, 0.056, 0.968)  -0.0085
Br (7.982, 2.662, -0.111)  0.0109
H (9.279, 2.313, 1.964)  0.3772
C (1.962, -0.864, 14.358)  0.3765
Br (1.679, -2.678, 13.795)  0.0006
Br (1.598, -0.639, 16.233)  -0.0032
Br (3.722, -0.245, 13.900)  0.0030
H (1.257, -0.249, 13.820)  -0.4008



Record 3
The following is a DFT calculation (ωB97M-V/def2-TZVPD) of a 5-piece molecular cluster, C34H57F5NO5PS5 overall at a distorted geometry.

Calculated values
M in u: 846.1
Lowest unoccupied orbital energy in eV: 0.13
Highest occupied orbital energy in Eh: -0.2793
Total energy in eV: -124934.444

Last column: Mulliken charge in e.
Cartesian coordinates (Å):
C (6.131, -1.730, -3.504)  -0.8082
C (5.604, -2.918, -2.453)  -0.4533
P (6.788, -2.761, -0.914)  0.0782
C (7.358, -4.518, -0.356)  -0.9321
C (5.807, -1.877, 0.518)  0.2217
C (6.050, -0.264, 0.887)  -0.7620
C (5.192, 0.466, 2.112)  0.5364
C (5.351, 2.084, 2.497)  -0.1289
C (3.874, 2.842, 2.303)  -0.4472
C (3.705, 3.541, 0.815)  -0.7381
C (2.689, 2.675, -0.193)  0.6460
F (2.935, 1.201, -0.118)  -0.2202
F (1.245, 2.898, 0.123)  -0.2983
C (2.871, 3.105, -1.784)  0.5168
F (1.862, 2.438, -2.682)  -0.2499
F (2.623, 4.575, -1.919)  -0.2457
F (4.205, 2.706, -2.306)  -0.2178
C (4.092, -0.357, 3.066)  -0.3637
C (3.862, -1.936, 2.692)  -0.2477
C (4.692, -2.662, 1.434)  0.1414
S (4.203, -4.490, 1.157)  -0.1824
C (2.307, -4.409, 1.394)  0.3302
C (1.226, -5.171, 0.420)  -0.6129
C (-0.386, -4.914, 0.784)  0.3717
C (-1.634, -5.547, -0.100)  -0.6923
C (-2.422, -4.386, -1.010)  -0.5347
C (-3.827, -3.876, -0.330)  -0.4703
C (-3.697, -2.486, 0.548)  -0.4025
C (-4.556, -1.220, -0.065)  -0.4564
O (-6.010, -1.284, 0.225)  -0.3876
C (-6.557, 0.098, 0.021)  -0.2934
C (-0.851, -3.967, 2.081)  -0.1575
C (0.247, -3.208, 3.073)  -0.6540
C (1.839, -3.444, 2.678)  -0.0361
N (2.860, -2.729, 3.534)  -0.3800
H (5.386, -0.809, -3.539)  0.1647
H (7.153, -1.280, -3.083)  0.2942
H (6.392, -2.151, -4.571)  0.2709
H (5.786, -3.981, -2.957)  0.3310
H (4.484, -2.765, -2.150)  0.2978
H (6.958, -5.353, -1.101)  0.2514
H (8.544, -4.602, -0.393)  0.3221
H (7.071, -4.762, 0.774)  0.2560
H (6.819, 0.331, 0.236)  0.2036
H (5.597, 2.150, 3.639)  -0.2355
H (6.195, 2.606, 1.849)  0.3732
H (3.752, 3.670, 3.151)  0.3399
H (2.965, 2.115, 2.432)  0.3185
H (3.119, 4.562, 1.012)  0.3154
H (4.734, 3.764, 0.291)  0.3478
H (3.515, 0.233, 3.929)  0.2942
H (1.563, -5.834, -0.492)  0.2545
H (-2.393, -6.001, 0.696)  0.3124
H (-1.251, -6.445, -0.774)  0.3170
H (-2.707, -4.929, -2.032)  0.2956
H (-1.724, -3.492, -1.311)  0.3712
H (-4.151, -4.730, 0.434)  0.2292
H (-4.666, -3.771, -1.172)  0.3339
H (-2.543, -2.188, 0.507)  0.2846
H (-3.979, -2.691, 1.671)  0.1437
H (-4.345, -1.020, -1.218)  0.2339
H (-4.166, -0.236, 0.487)  0.2834
H (-5.837, 0.771, -0.638)  0.1890
H (-7.623, 0.009, -0.485)  0.2090
H (-6.698, 0.666, 1.057)  0.1373
H (-1.985, -3.782, 2.348)  0.2578
H (-0.068, -2.525, 3.998)  0.2650
H (3.363, -3.500, 4.068)  0.3701
C (-5.938, 3.549, -3.076)  -0.9830
S (-7.112, 2.227, -3.454)  0.4200
O (-6.634, 0.986, -2.759)  -0.5418
C (-6.669, 2.077, -5.201)  -1.1014
H (-6.011, 3.785, -2.011)  0.3228
H (-4.920, 3.223, -3.304)  0.3013
H (-6.187, 4.438, -3.660)  0.3954
H (-5.607, 1.841, -5.299)  0.3726
H (-6.895, 3.013, -5.717)  0.3970
H (-7.261, 1.271, -5.641)  0.3736
C (7.704, 3.362, 6.192)  -0.9748
S (6.333, 2.290, 6.687)  0.4590
O (5.326, 2.303, 5.575)  -0.5990
C (5.712, 3.375, 7.996)  -0.9974
H (8.220, 2.897, 5.349)  0.3146
H (7.323, 4.340, 5.888)  0.3040
H (8.401, 3.472, 7.025)  0.4076
H (5.454, 4.352, 7.580)  0.3054
H (6.474, 3.485, 8.771)  0.3986
H (4.819, 2.919, 8.429)  0.3244
C (-5.338, 3.083, -8.778)  -0.8294
S (-6.512, 1.761, -9.156)  0.5416
O (-6.034, 0.520, -8.461)  -0.6005
C (-6.069, 1.611, -10.904)  -0.9537
H (-5.411, 3.319, -7.714)  0.2104
H (-4.320, 2.757, -9.006)  0.3092
H (-5.587, 3.972, -9.362)  0.3623
H (-5.007, 1.375, -11.001)  0.3050
H (-6.295, 2.547, -11.419)  0.3525
H (-6.661, 0.805, -11.344)  0.3250
C (-5.225, 2.992, 4.797)  -0.9951
S (-5.513, 1.666, 3.601)  0.5988
O (-6.965, 1.705, 3.226)  -0.6383
C (-5.291, 0.306, 4.773)  -0.9415
H (-5.351, 3.951, 4.289)  0.3281
H (-5.944, 2.920, 5.617)  0.2954
H (-4.206, 2.920, 5.184)  0.3483
H (-6.006, 0.399, 5.594)  0.3440
H (-4.270, 0.321, 5.160)  0.3476
H (-5.463, -0.636, 4.248)  0.2890



Record 4
The following is a DFT calculation (ωB97M-V/def2-TZVPD) of a 4-piece molecular cluster, C20H44BrF3IN6O7P2 overall at a distorted geometry.

Calculated values
M in u: 806.4
Lowest unoccupied orbital energy in eV: -4.27
Total charge: +1
Highest occupied orbital energy in Eh: -0.3868
Total energy in eV: -149594.303

Last column: Mulliken charge in e.
Cartesian coordinates (Å):
N (2.603, 2.775, -2.109)  -0.4268
C (1.826, 2.926, -3.087)  -0.1409
C (0.621, 2.028, -3.199)  -1.3472
C (0.854, 0.797, -2.381)  0.7085
C (0.303, 0.505, -1.159)  -0.1711
P (-0.884, 1.605, -0.317)  0.0642
O (-0.209, 1.683, 1.156)  -0.4135
Br (-2.615, 0.212, -0.087)  -0.1222
N (0.891, -0.718, -0.782)  -0.3107
I (0.423, -1.642, 0.979)  0.4051
C (1.740, -1.123, -1.718)  0.8111
C (2.568, -2.355, -1.605)  -1.3924
C (3.583, -2.232, -0.440)  0.1029
O (3.568, -3.435, 0.276)  -0.5863
C (4.983, -1.903, -0.951)  0.5676
F (5.638, -2.983, -1.359)  -0.2632
F (4.941, -1.022, -1.955)  -0.1988
F (5.689, -1.356, 0.052)  -0.3013
N (1.723, -0.224, -2.734)  0.2440
P (2.771, -0.424, -4.211)  0.2890
O (1.928, 0.445, -5.277)  -0.5211
O (2.327, -1.929, -4.603)  -0.5107
H (3.372, 3.439, -2.149)  0.2546
H (2.016, 3.672, -3.853)  0.4468
H (0.417, 1.790, -4.233)  0.2951
H (-0.259, 2.525, -2.804)  0.5825
H (-0.812, 1.392, 1.853)  0.3265
H (1.908, -3.187, -1.387)  0.4245
H (3.127, -2.513, -2.515)  0.5342
H (3.310, -1.408, 0.216)  0.4925
H (3.962, -3.287, 1.141)  0.3847
H (1.041, 0.079, -5.413)  0.3687
H (1.376, -2.091, -4.510)  0.3839
C (-5.778, -2.884, 4.254)  -1.4203
C (-4.779, -1.814, 4.684)  0.2405
C (-5.307, -0.378, 4.583)  -0.6443
O (-5.359, 0.134, 3.260)  -0.3610
C (-6.490, -0.264, 2.497)  -0.8008
N (-3.532, -1.988, 3.925)  -0.6940
H (-5.857, -2.957, 3.170)  0.2802
H (-5.459, -3.860, 4.617)  0.3528
H (-6.771, -2.682, 4.658)  0.3485
H (-4.551, -1.989, 5.738)  0.4412
H (-4.613, 0.275, 5.116)  0.3634
H (-6.282, -0.269, 5.072)  0.3929
H (-7.385, -0.350, 3.120)  0.3543
H (-6.310, -1.208, 1.979)  0.2955
H (-6.664, 0.504, 1.743)  0.2625
H (-2.831, -1.353, 4.297)  0.2646
H (-3.704, -1.651, 2.981)  0.2859
C (8.243, -1.122, -3.489)  -1.3771
C (8.243, -2.634, -3.691)  0.8108
C (9.508, -3.333, -3.176)  -0.8610
O (10.647, -3.182, -3.995)  -0.4027
C (11.353, -1.965, -3.842)  -0.6280
N (7.985, -2.925, -5.105)  -0.7152
H (8.863, -0.612, -4.226)  0.3599
H (7.232, -0.729, -3.597)  0.2318
H (8.604, -0.855, -2.493)  0.3526
H (7.406, -3.037, -3.115)  0.0496
H (9.312, -4.408, -3.154)  0.3880
H (9.736, -3.029, -2.145)  0.4150
H (11.338, -1.620, -2.804)  0.2946
H (10.953, -1.184, -4.493)  0.2228
H (12.386, -2.147, -4.134)  0.2684
H (7.865, -3.927, -5.224)  0.2875
H (8.833, -2.714, -5.623)  0.3092
C (-7.180, 5.088, 4.606)  -1.5550
C (-6.655, 3.987, 3.690)  0.3785
C (-7.302, 3.969, 2.298)  -0.7282
O (-8.608, 3.434, 2.251)  -0.3650
C (-9.644, 4.321, 2.636)  -0.6879
N (-6.781, 2.696, 4.370)  -0.6222
H (-8.152, 4.837, 5.028)  0.2934
H (-6.498, 5.234, 5.443)  0.3873
H (-7.271, 6.038, 4.076)  0.3636
H (-5.588, 4.176, 3.532)  0.4022
H (-6.703, 3.313, 1.659)  0.3110
H (-7.283, 4.968, 1.840)  0.4751
H (-9.427, 5.347, 2.328)  0.3150
H (-9.818, 4.290, 3.714)  0.2413
H (-10.556, 3.993, 2.139)  0.2606
H (-6.330, 1.978, 3.806)  0.2318
H (-7.767, 2.444, 4.357)  0.3504



Repeat the first record exactly.
The following is a DFT calculation (ωB97M-V/def2-TZVPD) of one molecule with the formula C3H6N4S at a distorted geometry.

Calculated values
M in u: 130.2
Lowest unoccupied orbital energy in eV: 0.21
Energy relative to the best compared isomer or geometry (same formula, charge and spin) in kJ/mol: 640.2
Highest occupied orbital energy in Eh: -0.2989
Total energy in eV: -19997.701

Last column: Mulliken charge in e.
Cartesian coordinates (Å):
C (-1.456, -0.331, -0.552)  0.6937
C (-1.668, -1.034, -1.773)  -0.9531
C (2.132, 0.111, 0.580)  -0.7327
N (-1.680, 0.491, 0.242)  0.3780
N (-1.287, 1.181, 1.253)  -1.0166
N (0.699, 0.267, 0.578)  -0.5031
N (0.133, 1.038, 1.398)  0.6662
S (0.548, 1.822, 2.720)  -0.2767
H (-2.097, -1.965, -1.479)  0.3010
H (-2.126, -0.408, -2.425)  0.2912
H (-0.701, -1.391, -2.299)  0.3074
H (2.314, -0.248, 1.580)  0.3062
H (2.565, -0.593, -0.221)  0.2454
H (2.625, 1.062, 0.397)  0.2931